24
Properties=species:S:1:pos:R:3 method="wB97M-V/def2-TZVPD" orbital_gap_ev=5.1 charge=-2 de_lowest_kcal_mol=0.0 e_lumo_ev=4.494
C 0.004 4.645 -0.167
C -0.245 4.330 2.191
C 1.240 -6.238 -1.568
N 1.751 -7.273 -1.547
O 0.293 -0.948 1.324
S 1.771 -3.607 -1.704
O 0.530 0.643 -0.693
C -1.468 -6.094 -1.451
C 0.161 3.275 -0.339
C -0.091 2.963 2.038
H -0.128 2.298 2.887
N 0.163 0.260 1.569
N 0.281 1.043 0.528
C -0.201 5.186 1.093
Ag 0.107 -1.757 -0.938
H 0.323 2.826 -1.307
S -1.732 -3.423 -1.553
C 0.635 -4.923 -1.585
H 0.042 5.294 -1.035
H -0.404 4.733 3.184
H -0.322 6.255 1.223
C -0.730 -4.852 -1.525
C 0.111 2.429 0.763
N -2.090 -7.065 -1.387